# 1
10
Properties=species:S:1:pos:R:3 method="wB97M-V/def2-TZVPD" e_above_lowest_ev=4.395 lumo_ev=0.28 multiplicity=1 homo_ev=-8.75 energy_ev=-8199.490
O -1.51237 -1.61796 0.75105
C -0.89161 -0.61920 0.21870
N -1.18907 0.13529 -0.83497
N 0.02904 0.66131 -1.17452
C 1.06237 0.25761 -0.45811
C 0.54484 -0.58279 0.55888
H -0.09567 -1.77940 0.69851
H 0.05869 1.29040 -1.96440
H 2.04704 0.67854 -0.61785
H 0.92769 -0.54473 1.57546

# 2
10
Properties=species:S:1:pos:R:3 method="wB97M-V/def2-TZVPD" e_above_lowest_ev=2.117 lumo_ev=0.59 multiplicity=1 smiles=Oc1cnc[nH]1 homo_ev=-8.31 energy_ev=-8201.769
O 2.03480 -0.20248 -0.11157
C 0.70242 -0.11965 -0.09145
C 0.06270 1.08092 0.02498
N -1.29969 0.92211 -0.09801
C -1.53482 -0.39056 0.01219
N -0.36406 -0.98803 -0.01552
H 2.56539 0.52152 0.21169
H 0.63611 2.08424 0.10947
H -2.51208 -0.97639 -0.32957
H -0.29077 -1.93168 0.28778

# 3
10
Properties=species:S:1:pos:R:3 method="wB97M-V/def2-TZVPD" e_above_lowest_ev=2.181 lumo_ev=0.38 multiplicity=1 homo_ev=-10.11 energy_ev=-8201.705
O -1.56456 2.37234 0.24108
C -1.39188 1.39530 -0.31342
C -0.85672 -1.20853 -0.01508
N 0.23727 -1.19559 -0.65986
C 1.25764 -0.35770 -0.19877
N 0.98987 0.71565 0.43209
H -0.96904 -0.79248 0.99341
H -1.74336 -1.63036 -0.48875
H 2.25528 -0.64549 -0.54323
H 1.81314 1.29940 0.56205

# 4
10
Properties=species:S:1:pos:R:3 method="wB97M-V/def2-TZVPD" e_above_lowest_ev=2.972 lumo_ev=-0.09 multiplicity=1 smiles="CNC(=O)C#N" homo_ev=-10.60 energy_ev=-8200.913
C 0.18514 1.21671 -0.14722
N 0.71467 -0.00756 0.63235
C 0.00446 -1.20195 0.39412
O -0.30152 -2.21127 1.07719
C -0.78523 -1.27258 -0.79559
N -1.65101 -1.58335 -1.62450
H 0.44983 2.19875 0.25284
H -0.96275 1.25538 -0.19658
H 0.90317 1.41565 -1.03127
H 1.44323 0.19022 1.43866

# 5
10
Properties=species:S:1:pos:R:3 method="wB97M-V/def2-TZVPD" e_above_lowest_ev=5.373 lumo_ev=-0.17 multiplicity=1 homo_ev=-9.30 energy_ev=-8198.512
C 2.43782 -0.34470 0.06138
C -0.55032 0.86313 0.18690
C -1.37193 -0.47416 0.28458
H 2.77436 0.71970 -0.05368
H 3.13692 -1.31042 0.78357
H -0.96221 1.82869 0.35296
H -0.65390 -1.28933 0.44941
N 1.20666 -0.49376 -0.33969
N 0.63156 0.87598 -0.12187
O -2.53202 -0.36124 -0.18731

# 6
10
Properties=species:S:1:pos:R:3 method="wB97M-V/def2-TZVPD" e_above_lowest_ev=1.603 lumo_ev=0.74 multiplicity=1 smiles="[H]/N=C/OCC#N" homo_ev=-10.98 energy_ev=-8202.282
H 2.51410 -0.27937 -1.05018
N 1.61958 0.05121 -0.71688
C 1.30426 -0.45566 0.39118
O 0.11600 -0.17211 0.97111
C -0.81605 0.54656 0.16569
C -1.99095 -0.24706 -0.20804
N -3.03210 -0.60861 -0.55164
H 1.89289 -1.15585 1.00059
H -0.40783 0.95138 -0.76647
H -1.19989 1.36951 0.76464

Copy entry 5 word for word.
10
Properties=species:S:1:pos:R:3 method="wB97M-V/def2-TZVPD" e_above_lowest_ev=5.373 lumo_ev=-0.17 multiplicity=1 homo_ev=-9.30 energy_ev=-8198.512
C 2.43782 -0.34470 0.06138
C -0.55032 0.86313 0.18690
C -1.37193 -0.47416 0.28458
H 2.77436 0.71970 -0.05368
H 3.13692 -1.31042 0.78357
H -0.96221 1.82869 0.35296
H -0.65390 -1.28933 0.44941
N 1.20666 -0.49376 -0.33969
N 0.63156 0.87598 -0.12187
O -2.53202 -0.36124 -0.18731

What did the fourth record say?
10
Properties=species:S:1:pos:R:3 method="wB97M-V/def2-TZVPD" e_above_lowest_ev=2.972 lumo_ev=-0.09 multiplicity=1 smiles="CNC(=O)C#N" homo_ev=-10.60 energy_ev=-8200.913
C 0.18514 1.21671 -0.14722
N 0.71467 -0.00756 0.63235
C 0.00446 -1.20195 0.39412
O -0.30152 -2.21127 1.07719
C -0.78523 -1.27258 -0.79559
N -1.65101 -1.58335 -1.62450
H 0.44983 2.19875 0.25284
H -0.96275 1.25538 -0.19658
H 0.90317 1.41565 -1.03127
H 1.44323 0.19022 1.43866